Formula: C42H38N7OPRbS3
Source: the Open Molecules 2025 dataset
Level of theory: ωB97M-V with the def2-TZVPD basis set

Output
M: 869.457 u
highest occupied orbital energy: -2.846 eV
orbital gap: 4.75 eV
energy relative to the best compared isomer or geometry (same formula, charge and spin): 0.998 eV
net charge: -1

The geometry in XYZ format:
```
93
Properties=species:S:1:pos:R:3:lowdin_charge:R:1
Rb -0.09 0.64 -0.70 0.660
C -0.02 -4.32 -2.59 -0.047
C -0.90 -3.77 -1.50 -0.286
C -2.17 -3.28 -1.79 -0.070
C -2.99 -2.76 -0.79 -0.122
C -2.53 -2.72 0.52 -0.079
C -1.27 -3.22 0.82 -0.079
C -0.47 -3.73 -0.18 -0.046
H -0.58 -4.48 -3.50 0.076
H 0.43 -5.27 -2.28 0.079
H 0.80 -3.63 -2.81 0.070
H -2.54 -3.31 -2.81 0.111
H -3.97 -2.39 -1.04 0.072
H -3.16 -2.32 1.31 0.106
H -0.93 -3.22 1.85 0.076
H 0.52 -4.12 0.07 0.114
C 3.12 2.30 1.14 -0.050
C 3.68 1.60 -0.05 -0.618
N 3.00 0.95 -0.92 0.050
C 3.78 0.39 -1.91 -0.331
C 5.11 0.62 -1.76 -0.352
S 5.40 1.58 -0.37 1.038
C 3.11 -0.32 -3.00 -0.328
C 3.66 -0.78 -4.15 -0.345
S 2.44 -1.38 -5.19 1.049
C 1.24 -0.98 -3.99 -0.641
N 1.74 -0.47 -2.92 0.044
C -0.22 -1.15 -4.25 -0.066
H 2.03 2.30 1.09 0.069
H 3.47 3.33 1.21 0.085
H 3.40 1.78 2.06 0.081
H 5.93 0.31 -2.39 0.070
H 4.69 -0.77 -4.46 0.070
H -0.40 -1.85 -5.06 0.078
H -0.65 -0.18 -4.52 0.079
H -0.73 -1.50 -3.35 0.058
O -1.35 2.25 0.81 -0.156
C -0.94 2.18 1.93 -0.241
C -0.12 2.21 2.98 -0.279
C 0.06 3.47 3.72 -0.084
C 0.42 3.45 5.02 -0.143
C 0.68 2.23 5.72 -0.152
C 0.73 1.06 4.99 -0.168
C 0.43 1.00 3.63 -0.397
P 0.69 -0.44 2.60 1.058
C 2.50 -0.87 2.62 -0.378
C 3.32 -0.76 3.74 -0.084
C 4.67 -1.06 3.66 -0.085
C 5.22 -1.50 2.46 -0.097
C 4.41 -1.64 1.35 -0.097
C 3.06 -1.33 1.43 -0.125
C 0.08 -1.79 3.69 -0.381
C -1.16 -1.62 4.31 -0.101
C -1.74 -2.64 5.05 -0.089
C -1.08 -3.85 5.19 -0.105
C 0.15 -4.04 4.58 -0.096
C 0.73 -3.02 3.83 -0.105
H -0.12 4.40 3.19 0.097
H 0.52 4.39 5.55 0.090
H 0.90 2.24 6.78 0.069
H 1.01 0.14 5.50 0.093
H 2.91 -0.43 4.69 0.094
H 5.30 -0.95 4.54 0.099
H 6.28 -1.73 2.39 0.097
H 4.83 -1.99 0.41 0.103
H 2.43 -1.44 0.56 0.088
H -1.66 -0.66 4.20 0.110
H -2.70 -2.48 5.52 0.099
H -1.53 -4.65 5.77 0.094
H 0.67 -4.99 4.68 0.098
H 1.69 -3.18 3.35 0.101
N -0.05 2.27 -2.97 0.049
C -0.03 2.71 -4.04 -0.251
C -0.04 3.19 -5.35 -0.303
C 1.09 3.00 -6.17 -0.271
N 2.02 2.84 -6.84 0.100
C -1.20 3.82 -5.84 -0.265
N -2.17 4.33 -6.22 0.108
C -3.95 2.80 -4.05 -0.064
N -4.63 2.75 -2.77 -0.159
C -5.70 3.67 -2.42 -0.124
C -5.97 3.30 -0.96 -0.147
N -5.44 1.95 -0.90 0.011
C -4.56 1.72 -1.92 -0.844
S -3.60 0.38 -2.06 0.654
H -3.67 3.83 -4.28 0.066
H -4.58 2.41 -4.85 0.097
H -3.05 2.21 -3.98 0.043
H -6.58 3.50 -3.05 0.123
H -5.38 4.71 -2.54 0.123
H -7.03 3.32 -0.72 0.109
H -5.44 3.98 -0.28 0.118
H -5.25 1.52 -0.01 0.126
```

=====

Formula: C10H40AsF6N20O10
Source: the Open Molecules 2025 dataset
Level of theory: ωB97M-V with the def2-TZVPD basis set

Output
M: 789.470 u
highest occupied orbital energy: -7.768 eV
orbital gap: 9.86 eV
energy relative to the best compared isomer or geometry (same formula, charge and spin): 0.000 eV
net charge: -1

The geometry in XYZ format:
```
87
Properties=species:S:1:pos:R:3:lowdin_charge:R:1
As -0.45 -1.20 -0.06 0.717
F -2.16 -1.08 0.19 -0.252
F -0.38 -1.91 1.53 -0.255
F 1.24 -1.33 -0.36 -0.241
F -0.69 -0.44 -1.65 -0.272
F -0.13 0.33 0.61 -0.233
F -0.64 -2.77 -0.79 -0.246
C 4.04 2.10 2.37 -0.646
O 3.90 2.55 3.51 -0.029
N 4.31 0.83 2.05 0.200
N 3.84 2.92 1.25 0.160
H 4.38 0.16 2.77 0.099
H 4.49 0.52 1.15 0.034
H 3.61 2.55 0.33 0.044
H 3.40 3.78 1.52 0.083
C -2.64 -0.55 4.18 -0.647
O -3.20 -0.12 5.18 0.003
N -3.37 -0.97 3.08 0.148
N -1.26 -0.71 4.04 0.150
H -2.93 -1.59 2.38 0.074
H -4.31 -0.74 2.84 0.093
H -0.93 -0.86 3.10 0.041
H -0.69 -0.25 4.71 0.081
C 0.32 3.24 3.46 -0.631
O -0.86 3.60 3.43 0.003
N 0.66 1.88 3.44 0.155
N 1.41 4.07 3.50 0.155
H -0.06 1.21 3.13 0.074
H 1.66 1.69 3.63 0.092
H 2.29 3.75 3.83 0.045
H 1.13 4.88 4.02 0.096
C 3.24 -4.87 0.47 -0.650
O 3.03 -5.90 -0.14 0.017
N 4.50 -4.43 0.90 0.136
N 2.23 -3.96 0.82 0.156
H 4.65 -3.47 1.04 0.053
H 5.31 -5.02 0.67 0.115
H 1.36 -4.07 0.29 0.090
H 2.45 -3.08 1.12 0.038
C 5.18 -1.55 -1.04 -0.673
O 6.31 -1.87 -0.71 0.009
N 4.23 -2.42 -1.49 0.173
N 4.83 -0.22 -0.90 0.137
H 3.25 -2.24 -1.42 0.074
H 4.54 -3.34 -1.70 0.092
H 5.63 0.34 -0.68 0.104
H 4.00 0.14 -1.37 0.072
C -4.40 1.05 -3.39 -0.670
O -4.14 0.68 -4.52 -0.017
N -4.93 0.17 -2.50 0.175
N -4.30 2.30 -2.85 0.171
H -4.98 0.47 -1.51 0.093
H -4.91 -0.77 -2.72 0.071
H -4.13 2.32 -1.85 0.044
H -3.64 2.93 -3.31 0.110
C -1.22 1.95 -5.11 -0.644
O -0.27 2.75 -5.22 -0.024
N -1.34 0.94 -4.17 0.159
N -2.21 1.92 -6.02 0.164
H -1.90 0.10 -4.33 0.110
H -0.54 0.70 -3.64 0.045
H -2.25 2.54 -6.80 0.099
H -3.01 1.32 -5.86 0.063
C 2.07 2.33 -2.02 -0.585
O 3.17 2.00 -1.48 -0.067
N 1.85 2.11 -3.37 0.190
N 1.12 2.90 -1.25 0.178
H 2.50 1.46 -3.75 0.100
H 1.06 2.39 -3.93 0.034
H 1.39 2.79 -0.27 0.097
H 0.19 2.59 -1.46 0.077
C -2.81 -5.22 0.66 -0.585
O -3.21 -6.42 0.78 -0.030
N -3.64 -4.22 0.13 0.149
N -1.54 -4.85 1.05 0.168
H -3.15 -3.51 -0.40 0.075
H -4.41 -4.60 -0.34 0.068
H -1.46 -3.99 1.50 0.053
H -1.09 -5.64 1.37 0.078
C -3.54 2.27 0.77 -0.601
O -4.60 1.95 0.17 -0.036
N -2.34 2.43 0.06 0.148
N -3.49 2.62 2.07 0.204
H -2.25 1.68 -0.63 0.073
H -1.53 2.52 0.67 0.075
H -4.18 2.46 2.77 0.116
H -2.69 3.00 2.45 0.032
```

=====

Formula: C23H40NO3P2Pb
Source: the Open Molecules 2025 dataset
Level of theory: ωB97M-V with the def2-TZVPD basis set

Output
M: 647.725 u
highest occupied orbital energy (spin up / spin down): -16.774 / -17.089 eV
orbital gap (spin up / spin down): 4.29 / 6.82 eV
energy relative to the best compared isomer or geometry (same formula, charge and spin): 0.000 eV
net charge: +3

The geometry in XYZ format:
```
70
Properties=species:S:1:pos:R:3:lowdin_charge:R:1
Pb -0.54 -1.22 0.18 1.339
P 0.30 -1.19 -2.46 0.834
C 1.29 -2.74 -2.30 -0.270
C 2.30 -2.76 -1.16 -0.313
N 1.94 -2.21 0.02 0.028
C 2.75 -2.32 1.09 -0.300
C 3.99 -2.96 1.00 0.020
C 4.38 -3.52 -0.21 0.022
C 3.52 -3.42 -1.30 0.025
C 2.34 -1.71 2.42 -0.257
P 0.55 -1.51 2.74 0.839
H 3.76 -3.84 -2.27 0.137
H 4.61 -3.00 1.88 0.138
H 5.33 -4.04 -0.30 0.141
H 2.76 -2.32 3.24 0.121
H 2.79 -0.70 2.49 0.118
H 0.53 -3.54 -2.11 0.109
H 1.79 -2.93 -3.26 0.117
H -2.04 -3.79 0.75 0.014
O -1.41 -3.77 -0.06 -0.195
H -1.75 -4.41 -0.71 0.081
H -2.79 -2.32 1.88 0.043
O -2.80 -3.29 2.08 -0.055
H -3.71 -3.47 2.40 0.118
C 0.13 -3.04 3.63 -0.208
H 0.65 -3.07 4.60 0.086
H -0.96 -3.10 3.78 0.048
H 0.44 -3.91 3.03 0.075
C 0.52 -0.20 4.01 -0.206
H -0.52 0.03 4.27 0.066
H 1.06 -0.51 4.92 0.088
H 0.98 0.72 3.60 0.066
C 1.49 0.13 -2.82 -0.209
H 1.92 -0.02 -3.82 0.085
H 0.96 1.10 -2.79 0.048
H 2.29 0.15 -2.07 0.067
C -0.55 -1.44 -4.05 -0.203
H -1.24 -0.60 -4.20 0.070
H 0.19 -1.48 -4.87 0.086
H -1.13 -2.38 -4.02 0.071
C -3.15 0.89 1.52 -0.061
C -3.22 1.11 0.01 -0.395
C -4.67 1.15 -0.47 -0.057
C -2.40 2.31 -0.45 -0.085
C -2.97 3.44 -1.03 0.026
C -2.20 4.56 -1.35 0.037
C -0.81 4.54 -1.17 0.024
C -0.19 3.41 -0.66 -0.085
C 1.32 3.39 -0.43 -0.390
C 2.11 3.80 -1.67 -0.048
C 1.71 4.30 0.72 -0.040
C -0.97 2.26 -0.32 -0.258
O -0.34 1.19 0.03 -0.228
H -3.69 1.68 2.07 0.113
H -2.12 0.90 1.91 0.052
H -3.62 -0.06 1.79 0.076
H -2.79 0.23 -0.50 0.080
H -5.24 1.93 0.07 0.104
H -4.74 1.33 -1.54 0.095
H -5.16 0.19 -0.28 0.094
H -4.05 3.47 -1.23 0.129
H -2.67 5.46 -1.75 0.142
H -0.20 5.40 -1.44 0.137
H 1.59 2.36 -0.17 0.114
H 1.85 4.83 -1.95 0.090
H 3.18 3.77 -1.46 0.098
H 1.90 3.14 -2.51 0.067
H 1.20 4.00 1.64 0.087
H 2.79 4.28 0.89 0.096
H 1.41 5.33 0.49 0.097
```

=====

Formula: C3H6N2O
Source: the Open Molecules 2025 dataset
Level of theory: ωB97M-V with the def2-TZVPD basis set

Output
M: 86.094 u
highest occupied orbital energy (spin up / spin down): -8.566 / -7.913 eV
orbital gap (spin up / spin down): 9.44 / 8.02 eV
energy relative to the best compared isomer or geometry (same formula, charge and spin): 7.684 eV

The geometry in XYZ format:
```
12
Properties=species:S:1:pos:R:3:lowdin_charge:R:1
C -1.62 -0.60 0.47 -0.180
C -1.31 0.04 1.54 0.128
C -0.62 -0.84 -0.70 -0.248
N 0.75 0.95 -0.59 -0.058
N 2.05 1.29 -0.46 -0.012
O 0.62 -0.42 -0.25 -0.191
H -2.51 -1.29 0.46 0.105
H -0.57 0.52 2.07 0.015
H -0.50 -1.87 -1.08 0.121
H -0.83 -0.41 -1.67 0.102
H 2.57 0.51 0.05 0.116
H 1.98 2.13 0.16 0.101
```

=====

Formula: CBr2Cl2S
Source: the Open Molecules 2025 dataset
Level of theory: ωB97M-V with the def2-TZVPD basis set

Output
M: 274.792 u
highest occupied orbital energy (spin up / spin down): -8.903 / -9.752 eV
orbital gap (spin up / spin down): 6.47 / 7.79 eV
energy relative to the best compared isomer or geometry (same formula, charge and spin): 2.440 eV

The geometry in XYZ format:
```
6
Properties=species:S:1:pos:R:3:lowdin_charge:R:1
C -0.08 -0.59 0.15 -1.574
S 0.07 -0.05 -1.50 0.318
Cl -0.98 0.52 0.93 0.542
Cl 0.03 2.70 0.56 -0.141
Br 0.99 -1.83 -2.30 0.273
Br 1.42 -1.45 1.12 0.582
```